#P
Here is a cluster of 2 separate species, C5H11NO in total from the OMol25 dataset. Energies are from ωB97M-V/def2-TZVPD.

The geometry in XYZ format:
```
18
Properties=species:S:1:pos:R:3:mulliken_spin:R:1
N -1.77 1.30 -1.31 0.073
C -0.89 0.74 -0.27 -0.005
C 2.41 -1.44 0.33 0.307
C 2.02 -1.69 -0.93 -0.122
C 0.80 -1.03 -1.37 0.267
C 0.31 0.25 -1.13 0.430
H -2.73 1.38 -1.01 -0.010
H -1.81 0.81 -2.23 -0.023
H -0.40 1.54 0.44 0.024
H -1.44 0.04 0.41 -0.013
H 2.68 -2.25 1.10 -0.001
H 2.01 -0.50 0.82 -0.007
H 2.50 -2.42 -1.67 -0.029
H 0.17 -1.88 -1.80 0.082
H 0.60 1.11 -1.77 0.025
H -1.67 2.11 3.61 -0.003
H -1.63 0.50 3.51 0.000
O -1.17 1.39 3.27 0.007
```

Results
Net charge = -1
2S+1 = 2

=====

#Q
Here is the ion C5H11NO with charge -1 from the OMol25 dataset. Energies are from ωB97M-V/def2-TZVPD.

The geometry in XYZ format:
```
18
Properties=species:S:1:pos:R:3:mulliken_spin:R:1
C 0.84 0.87 1.76 0.003
O 0.03 1.20 2.92 0.002
C 0.17 -0.43 1.21 0.039
C -0.93 -0.08 0.23 -0.014
C -0.38 0.22 -1.22 0.350
C 0.09 -1.32 -3.04 0.608
N 0.09 -1.00 -1.76 0.225
H 0.79 1.59 1.02 -0.009
H 1.87 0.86 2.12 0.003
H 0.43 1.59 3.64 0.000
H 0.93 -1.02 0.69 -0.019
H -0.22 -1.10 2.04 0.006
H -1.72 -0.90 0.08 0.011
H -1.53 0.81 0.44 -0.003
H -1.01 0.66 -1.95 -0.268
H 0.42 1.00 -1.02 0.066
H -0.31 -2.25 -3.32 -0.053
H 0.43 -0.71 -3.85 0.051
```

Results
Net charge = -1
2S+1 = 2

=====

#R
Here is the ion C5H11NO with charge -1 from the OMol25 dataset. Energies are from ωB97M-V/def2-TZVPD.

The geometry in XYZ format:
```
18
Properties=species:S:1:pos:R:3:mulliken_spin:R:1
C 1.28 -1.73 -0.98 0.438
C 0.65 -1.64 0.40 -0.114
C -0.39 -0.54 0.53 0.235
C 0.19 0.78 1.03 0.864
N -0.37 1.90 0.55 -1.219
C -1.42 1.99 -0.47 3.246
O 1.08 0.80 1.88 -0.202
H 0.52 -1.77 -1.77 -0.193
H 1.92 -2.60 -1.11 -0.037
H 1.90 -0.85 -1.21 -0.088
H 0.23 -2.61 0.67 -0.127
H 1.43 -1.53 1.16 0.017
H -1.21 -0.76 1.22 -0.320
H -0.85 -0.39 -0.43 0.372
H 0.12 2.76 0.76 -0.199
H -1.08 1.65 -1.46 -0.054
H -1.64 3.04 -0.61 -1.559
H -2.33 1.48 -0.15 -0.059
```

Results
Net charge = -1
2S+1 = 2

=====

#S
Here is the ion C5H11NO with charge -1 from the OMol25 dataset. Energies are from ωB97M-V/def2-TZVPD.

The geometry in XYZ format:
```
18
Properties=species:S:1:pos:R:3:mulliken_spin:R:1
C 0.29 -0.59 1.99 0.163
C -0.38 -0.11 0.71 -0.099
C 0.34 -0.67 -0.51 0.251
C 0.36 0.19 -1.79 -0.098
C 0.80 1.61 -1.60 0.579
O 1.77 2.17 -2.25 0.237
N -1.83 -0.44 0.65 -0.009
H 1.27 -0.11 2.02 -0.087
H -0.27 -0.30 2.89 -0.012
H 0.50 -1.66 1.98 -0.028
H -0.27 0.97 0.65 0.038
H -0.11 -1.64 -0.74 -0.014
H 1.36 -0.91 -0.35 0.059
H -0.60 0.12 -2.35 -0.009
H 1.09 -0.28 -2.46 -0.002
H 0.13 2.25 -0.99 0.042
H -2.07 -1.02 1.44 -0.004
H -2.37 0.42 0.72 -0.006
```

Results
Net charge = -1
2S+1 = 2

=====

Stability order, top to bottom: #R, #S, #Q, #P

=====

#P
Here is an isolated molecule of C5H10N2O2 from the OMol25 dataset. Energies are from ωB97M-V/def2-TZVPD.

The geometry in XYZ format:
```
19
Properties=species:S:1:pos:R:3:lowdin_charge:R:1
C 1.36 0.15 1.57 -0.063
C -0.88 -0.84 1.14 -0.378
C 0.25 0.38 -0.70 -0.326
C 0.18 -0.14 0.66 -0.191
N -0.58 0.06 -2.93 0.041
N -2.04 -1.11 0.48 0.154
C 0.95 1.46 -1.05 0.048
O -0.49 -0.38 -1.60 -0.156
O -0.94 -1.29 2.42 0.076
H -0.19 -0.95 2.92 0.090
H 0.36 0.04 -3.34 0.087
H -0.91 1.03 -2.93 0.090
H -2.60 -1.83 0.90 0.106
H -1.99 -1.10 -0.53 0.087
H 1.62 -0.73 2.16 0.077
H 2.23 0.39 0.97 0.075
H 1.16 0.98 2.25 0.089
H 1.47 2.04 -0.32 0.053
H 1.02 1.82 -2.07 0.040
```

Results
SMILES = C=C(ON)/C(C)=C(\N)O

=====

#Q
Here is an isolated molecule of C5H10N2O2 from the OMol25 dataset. Energies are from ωB97M-V/def2-TZVPD.

The geometry in XYZ format:
```
19
Properties=species:S:1:pos:R:3:lowdin_charge:R:1
C 1.41 -1.76 1.15 -0.119
C 0.59 1.58 0.55 0.007
C -1.00 -0.97 0.83 -0.388
C -0.17 0.90 -0.55 -0.331
N -0.82 1.17 -2.81 0.064
C -0.84 -0.25 -0.43 -0.008
O -0.08 1.65 -1.69 -0.108
O 0.15 -1.42 1.67 -0.162
N -2.08 -1.20 1.40 0.151
H -1.25 2.01 -3.20 0.093
H -0.13 0.83 -3.48 0.095
H -1.83 -1.68 2.30 0.085
H -1.47 -0.59 -1.24 0.107
H 1.47 -2.84 1.00 0.085
H 2.18 -1.46 1.86 0.087
H 1.59 -1.26 0.19 0.080
H -0.02 2.38 0.96 0.097
H 0.82 0.88 1.35 0.074
H 1.50 2.02 0.15 0.091
```

Results
SMILES = [H]/N=C(/C=C(\C)ON)OC

=====

#R
Here is an isolated molecule of C5H10N2O2 from the OMol25 dataset. Energies are from ωB97M-V/def2-TZVPD.

The geometry in XYZ format:
```
19
Properties=species:S:1:pos:R:3:lowdin_charge:R:1
C -0.64 2.14 0.03 -0.057
C 0.01 0.79 0.32 -0.315
C 1.29 0.62 -0.52 -0.160
C 1.15 -1.61 0.28 -0.193
C -0.35 -1.69 0.08 -0.112
H -1.51 2.30 0.67 0.078
H -0.97 2.21 -1.01 0.086
H 0.08 2.93 0.22 0.086
H 0.27 0.74 1.38 0.146
H 2.09 1.22 -0.05 0.132
H 1.11 1.00 -1.53 0.132
H 1.61 -2.59 0.10 0.132
H 1.40 -1.32 1.32 0.126
H -0.84 -2.25 0.88 0.130
H -0.59 -2.19 -0.87 0.128
N -0.88 -0.33 0.02 -0.106
N -2.15 -0.11 -0.25 -0.049
O 1.72 -0.72 -0.66 -0.118
O -2.80 -1.13 -0.43 -0.064
```

Results
SMILES = C[C@@H]1COCCN1N=O

=====

#S
Here is a structure of composition C5H10N2O2 from the OMol25 dataset. Energies are from ωB97M-V/def2-TZVPD.

The geometry in XYZ format:
```
19
Properties=species:S:1:pos:R:3:lowdin_charge:R:1
C 1.07 -0.32 -0.26 -0.175
C -0.41 -2.16 1.32 -0.005
N -0.08 -0.14 -1.12 -0.159
C 0.37 0.09 1.00 -0.248
N 0.35 0.19 -2.43 -0.020
C -0.80 1.50 -0.42 -0.343
C 0.01 1.46 1.13 0.000
O -0.33 -0.76 1.70 0.001
O -0.55 2.42 -1.20 -0.067
H -0.39 -0.12 -3.05 0.067
H 0.37 1.22 -2.51 0.058
H -1.81 1.16 -0.17 0.124
H 1.89 0.38 -0.46 0.130
H 1.47 -1.33 -0.25 0.110
H 0.54 -2.65 1.53 0.099
H -1.19 -2.57 1.95 0.097
H -0.68 -2.24 0.27 0.092
H -0.66 1.69 1.95 0.116
H 0.82 2.17 1.01 0.122
```

=====

Stability order, top to bottom: #P, #R, #Q, #S

=====

#P
Here is an isolated molecule of C2H4N2S2 from the OMol25 dataset. Energies are from ωB97M-V/def2-TZVPD.

The geometry in XYZ format:
```
10
Properties=species:S:1:pos:R:3:lowdin_charge:R:1
C 0.30 -0.49 -0.08 -0.293
C 1.66 0.07 -0.13 -1.243
H -2.59 0.40 0.31 0.109
H -2.05 -1.20 0.28 0.095
H 0.17 -1.47 0.12 0.070
H 0.49 1.92 -0.10 -0.141
N -1.93 -0.27 -0.09 0.017
N -0.71 0.25 -0.21 -0.084
S 1.79 1.77 -0.04 0.813
S 2.88 -0.97 -0.06 0.659
```

Results
SMILES = N/N=C/C(=S)S

=====

#Q
Here is a cluster of 2 separate species, C2H4N2S2 in total from the OMol25 dataset. Energies are from ωB97M-V/def2-TZVPD.

The geometry in XYZ format:
```
10
Properties=species:S:1:pos:R:3:lowdin_charge:R:1
C 0.50 -1.32 -1.07 -0.348
C -0.11 -0.04 1.01 -0.541
N -0.59 -0.76 -1.15 0.003
N -0.97 -0.07 0.03 -0.818
S -2.44 0.45 0.10 0.553
S 1.24 -1.08 0.61 0.924
H 0.96 -1.91 -1.75 0.047
H 0.73 2.49 0.01 0.078
H 0.91 1.80 0.26 0.020
H -0.25 0.43 1.95 0.082
```

=====

#R
Here is an isolated molecule of C2H4N2S2 from the OMol25 dataset. Energies are from ωB97M-V/def2-TZVPD.

The geometry in XYZ format:
```
10
Properties=species:S:1:pos:R:3:lowdin_charge:R:1
C 1.64 -0.04 0.02 -0.662
C -1.50 -0.27 0.42 -0.765
H 2.57 0.53 0.23 0.084
H 0.52 1.67 -0.01 0.125
H -0.55 -0.29 -1.35 0.113
H -1.31 0.26 1.35 0.088
N 0.56 0.70 -0.06 -0.087
N -0.67 0.20 -0.48 -0.117
S 1.55 -1.71 -0.04 0.594
S -2.82 -1.06 -0.09 0.627
```

Results
SMILES = S=CNNC=S

=====

Stability order, top to bottom: #P, #R, #Q

=====

#P
Here is an isolated molecule of C2H4N2S2 from the OMol25 dataset. Energies are from ωB97M-V/def2-TZVPD.

The geometry in XYZ format:
```
10
Properties=species:S:1:pos:R:3:lowdin_charge:R:1
C 1.23 0.68 0.82 -0.455
C -0.87 -0.02 -0.61 -0.839
N -0.06 0.92 1.38 -0.037
N -1.05 0.61 0.70 -0.054
S -1.72 -1.68 -1.43 0.529
S 0.98 -0.25 -0.80 0.744
H 1.72 1.58 0.75 0.044
H 1.77 0.00 1.50 0.085
H -0.71 -2.61 -0.92 -0.104
H -1.28 0.76 -1.41 0.088
```

Results
SMILES = S[C@H]1N=NCS1

=====

#Q
Here is an isolated molecule of C2H4N2S2 from the OMol25 dataset. Energies are from ωB97M-V/def2-TZVPD.

The geometry in XYZ format:
```
10
Properties=species:S:1:pos:R:3:lowdin_charge:R:1
C -2.46 0.12 0.37 -0.397
C 1.11 0.22 0.43 -1.054
H -1.79 1.28 -0.91 -0.002
H -3.23 -0.17 1.11 0.118
H -1.57 -1.66 0.94 0.119
H 0.61 0.70 1.28 0.024
N -2.59 1.19 -0.30 0.079
N -1.41 -0.78 0.40 -0.382
S -0.05 -0.61 -0.57 0.879
S 2.68 0.29 0.07 0.618
```

Results
SMILES = [H]/N=C\NSC=S

=====

Stability order, top to bottom: #Q, #P

=====

#P
Here is the ion C2H6N2 with charge +1 from the OMol25 dataset. Energies are from ωB97M-V/def2-TZVPD.

The geometry in XYZ format:
```
10
Properties=species:S:1:pos:R:3:mulliken_spin:R:1
C -0.21 -1.14 -0.86 0.010
N 0.73 1.00 1.07 0.240
C -0.56 0.88 0.55 -0.072
N -0.72 0.18 -0.51 0.767
H 0.10 -1.70 0.01 0.005
H -1.03 -1.63 -1.38 0.038
H 0.58 -0.98 -1.59 0.029
H 1.28 1.75 0.67 -0.009
H 1.17 0.09 1.17 -0.011
H -1.34 1.56 0.89 0.003
```

Results
Net charge = +1
2S+1 = 2

=====

#Q
Here is a cluster of 2 separate species, C2H6N2 in total from the OMol25 dataset. Energies are from ωB97M-V/def2-TZVPD.

The geometry in XYZ format:
```
10
Properties=species:S:1:pos:R:3:mulliken_spin:R:1
C 4.37 -1.76 -1.18 0.000
N 3.36 -2.25 -1.70 0.000
H 4.37 -0.71 -1.39 0.000
H 4.84 -2.17 -0.15 0.000
H 3.31 -3.22 -1.55 0.000
C -4.46 2.00 1.17 -0.015
N -3.23 2.13 1.50 0.866
H -5.15 2.86 0.96 0.050
H -4.91 0.98 1.27 0.080
H -2.86 1.65 2.31 0.018
```

Results
Net charge = +1
2S+1 = 2

=====

Stability order, top to bottom: #P, #Q

=====

#P
Here is a structure of composition C6H8O3 from the OMol25 dataset. Energies are from ωB97M-V/def2-TZVPD.

The geometry in XYZ format:
```
17
Properties=species:S:1:pos:R:3:lowdin_charge:R:1
C -0.72 -0.11 2.11 -0.070
C 0.33 -0.18 -2.08 -0.459
C -0.69 -0.14 -0.93 -0.421
C 0.17 -0.01 0.93 -0.208
C -0.87 1.14 -0.33 0.105
C 1.48 -0.12 0.87 0.054
O -1.15 -1.23 -0.47 -0.003
O 0.24 -1.32 -2.77 0.138
O 1.09 0.72 -2.36 0.112
H 0.90 -1.29 -3.49 0.137
H -0.19 -0.64 2.90 0.089
H -1.63 -0.66 1.88 0.086
H -1.00 0.88 2.48 0.087
H -0.27 1.96 -0.72 0.103
H -1.80 1.32 0.18 0.107
H 2.08 0.01 -0.01 0.065
H 2.01 -0.33 1.80 0.076
```

=====

#Q
Here is an isolated molecule of C6H8O3 from the OMol25 dataset. Energies are from ωB97M-V/def2-TZVPD.

The geometry in XYZ format:
```
17
Properties=species:S:1:pos:R:3:lowdin_charge:R:1
C -1.49 -0.68 -0.72 -0.088
C -1.28 0.88 -0.73 -0.104
C -0.05 1.27 0.12 -0.283
C -0.27 -1.25 0.02 -0.263
C 0.96 -0.76 -0.70 -0.145
C 1.10 0.68 -0.62 -0.210
H -2.41 -0.93 -0.21 0.115
H -1.46 -1.01 -1.76 0.121
H -2.17 1.35 -0.34 0.110
H -1.24 1.22 -1.75 0.105
H -0.03 2.38 0.19 0.175
H -0.44 -2.32 0.11 0.160
H 1.34 -1.25 -1.55 0.142
H 1.76 1.20 -1.34 0.174
O -0.31 0.70 1.35 -0.016
O -0.37 -0.75 1.34 -0.011
O 2.03 -0.14 0.11 0.020
```

Results
SMILES = C1C[C@H]2OO[C@@H]1[C@@H]1O[C@@H]12

=====

Stability order, top to bottom: #P, #Q